Below is 11 unconnected molecules or ions with the total composition C45H50N6O15 at a distorted geometry, with properties calculated with the ωB97M-V functional and the def2-TZVPD basis.

2S+1 ... 1
E_HOMO ... -9.544 eV
Frontier orbital gap ... 10.002 eV
Strongest force on any atom ... 3.16 eV Å⁻¹
SMILES ... O=C1OCCO1.O=C1OCCO1.O=C1OCCO1.O=C1OCCO1.O=C1OCCO1.c1ccncc1.c1ccncc1.c1ccncc1.c1ccncc1.c1ccncc1.c1ccncc1
M ... 914.92 g/mol
Charge ... 0

Each atom is followed by the atoms it is bonded to, with distances in Å.
Positions of all 116 atoms, in Å:
1 N -1.47423 0.15296 6.31922  C2 1.317, C6 1.345
2 C -1.39402 -0.57321 5.22289  N1 1.317, C3 1.381, H7 1.104
3 C -2.35974 -0.51486 4.23727  C2 1.381, C4 1.429, H8 1.108
4 C -3.40649 0.44666 4.38599  C3 1.429, C5 1.381, H9 1.050
5 C -3.48847 1.22644 5.52235  C4 1.381, C6 1.384, H10 1.097
6 C -2.53268 0.96596 6.48840  N1 1.345, C5 1.384, H11 1.080
7 H -0.55087 -1.28463 5.17463  C2 1.104
8 H -2.28886 -1.08267 3.28899  C3 1.108
9 H -4.14975 0.50286 3.64651  C4 1.050
10 H -4.25783 1.97508 5.74830  C5 1.097
11 H -2.51981 1.50971 7.42195  C6 1.080
12 N 5.58958 -2.11350 -2.23043  C13 1.330, C17 1.387
13 C 4.61254 -2.43730 -1.38764  N12 1.330, C14 1.434, H18 1.043
14 C 3.82457 -1.55966 -0.57259  C13 1.434, C15 1.414, H19 1.120
15 C 3.92773 -0.17412 -0.83634  C14 1.414, C16 1.415, H20 1.111
16 C 4.94480 0.18937 -1.75066  C15 1.415, C17 1.375, H21 1.110
17 C 5.74720 -0.74220 -2.36628  N12 1.387, C16 1.375, H22 1.076
18 H 4.33431 -3.43628 -1.27244  C13 1.043
19 H 3.07670 -1.96183 0.15802  C14 1.120
20 H 3.14636 0.49587 -0.41770  C15 1.111
21 H 5.17782 1.26444 -1.90061  C16 1.110
22 H 6.68064 -0.38658 -2.76560  C17 1.076
23 N -4.11091 -2.04857 1.18026  C24 1.331, C28 1.350
24 C -3.98526 -2.42011 -0.09181  N23 1.331, C25 1.407, H29 1.076
25 C -3.93487 -3.77837 -0.45602  C24 1.407, C26 1.412, H30 1.109
26 C -3.95006 -4.79687 0.52235  C25 1.412, C27 1.374, H31 1.082
27 C -4.11281 -4.41432 1.83163  C26 1.374, C28 1.403, H32 1.111
28 C -4.23335 -3.03998 2.08813  N23 1.350, C27 1.403, H33 1.065
29 H -4.06109 -1.62304 -0.81076  C24 1.076
30 H -3.84488 -4.01319 -1.53562  C25 1.109
31 H -3.95422 -5.82624 0.18995  C26 1.082
32 H -4.10156 -5.11702 2.69271  C27 1.111
33 H -4.40590 -2.67071 3.07203  C28 1.065
34 N 2.85567 3.02482 0.77494  C35 1.331, C39 1.320
35 C 2.17787 3.13126 -0.36568  N34 1.331, C36 1.379, H40 1.124
36 C 2.76478 3.69428 -1.47896  C35 1.379, C37 1.359, H41 1.080
37 C 4.04160 4.15833 -1.44155  C36 1.359, C38 1.382, H42 1.109
38 C 4.72502 4.07733 -0.24279  C37 1.382, C39 1.400, H43 1.088
39 C 4.05863 3.55882 0.87378  N34 1.320, C38 1.400, H44 1.078
40 H 1.20045 2.58074 -0.43842  C35 1.124
41 H 2.17804 3.79438 -2.38015  C36 1.080
42 H 4.50712 4.68848 -2.29710  C37 1.109
43 H 5.69018 4.52659 -0.01773  C38 1.088
44 H 4.54363 3.46321 1.83180  C39 1.078
45 N -4.47567 -1.40943 -3.07239  C46 1.325, C50 1.325
46 C -3.71010 -1.93310 -4.01875  N45 1.325, C47 1.361, H51 1.072
47 C -3.12687 -1.22238 -5.02233  C46 1.361, C48 1.408, H52 1.110
48 C -3.42104 0.15148 -5.11022  C47 1.408, C49 1.365, H53 1.062
49 C -4.29321 0.65081 -4.18652  C48 1.365, C50 1.373, H54 1.089
50 C -4.71371 -0.10665 -3.12128  N45 1.325, C49 1.373, H55 1.085
51 H -3.63293 -3.00168 -3.99666  C46 1.072
52 H -2.49737 -1.69265 -5.80617  C47 1.110
53 H -3.02078 0.76632 -5.87756  C48 1.062
54 H -4.46743 1.72292 -4.26101  C49 1.089
55 H -5.26623 0.35859 -2.31102  C50 1.085
56 N 0.30213 -0.22839 0.22389  C57 1.351, C61 1.310
57 C -0.73942 0.39879 0.81227  N56 1.351, C58 1.372, H62 1.032
58 C -1.89458 0.85209 0.22587  C57 1.372, C59 1.421, H63 1.110
59 C -1.96209 0.60587 -1.17168  C58 1.421, C60 1.423, H64 1.080
60 C -0.90694 -0.10328 -1.81148  C59 1.423, C61 1.393, H65 1.047
61 C 0.21359 -0.45515 -1.06326  N56 1.310, C60 1.393, H66 1.077
62 H -0.65347 0.57921 1.82507  C57 1.032
63 H -2.65448 1.19437 0.95959  C58 1.110
64 H -2.84972 0.79948 -1.75517  C59 1.080
65 H -1.03089 -0.38439 -2.81246  C60 1.047
66 H 1.03874 -1.04280 -1.42994  C61 1.077
67 C 2.54265 -0.14969 3.21552  C68 1.552, O72 1.431, H73 1.087, H74 1.085
68 C 3.88136 -0.85544 3.55855  C67 1.552, O69 1.424, H75 1.083, H76 1.113
69 O 4.80987 0.21922 3.65890  C68 1.424, C70 1.385
70 C 4.07518 1.36867 3.89843  O69 1.385, O71 1.197, O72 1.356
71 O 4.62949 2.39627 4.16382  C70 1.197
72 O 2.74336 1.16413 3.74678  C67 1.431, C70 1.356
73 H 1.68641 -0.63300 3.67903  C67 1.087
74 H 2.22978 0.03828 2.19416  C67 1.085
75 H 4.17230 -1.62132 2.85061  C68 1.083
76 H 3.75224 -1.38398 4.53006  C68 1.113
77 C -2.35766 4.76682 -1.59151  C78 1.493, O82 1.482, H83 1.102, H84 1.073
78 C -3.22780 4.06744 -2.58231  C77 1.493, O79 1.434, H85 1.088, H86 1.123
79 O -2.27536 3.40621 -3.42568  C78 1.434, C80 1.389
80 C -1.07189 4.09831 -3.38014  O79 1.389, O81 1.228, O82 1.324
81 O -0.11574 3.98793 -4.14331  C80 1.228
82 O -1.09934 4.93569 -2.35544  C77 1.482, C80 1.324
83 H -2.13025 4.02804 -0.80572  C77 1.102
84 H -2.66472 5.74569 -1.27675  C77 1.073
85 H -3.85121 4.77562 -3.12429  C78 1.088
86 H -3.84149 3.29198 -2.05037  C78 1.123
87 C 3.46130 -3.44210 -4.41135  C88 1.504, O92 1.397, H93 1.037, H94 1.107
88 C 2.80423 -2.32510 -5.17539  C87 1.504, O89 1.450, H95 1.064, H96 1.101
89 O 1.42411 -2.75997 -5.07723  C88 1.450, C90 1.409
90 C 1.29517 -3.46077 -3.86148  O89 1.409, O91 1.181, O92 1.311
91 O 0.33275 -3.78473 -3.25921  C90 1.181
92 O 2.49839 -3.79609 -3.46278  C87 1.397, C90 1.311
93 H 4.29720 -3.10874 -3.89615  C87 1.037
94 H 3.67695 -4.31981 -5.05076  C87 1.107
95 H 3.04474 -2.31833 -6.21234  C88 1.064
96 H 2.88234 -1.30373 -4.77296  C88 1.101
97 C -0.71725 -4.09015 1.02357  C98 1.554, O102 1.458, H103 1.092, H104 1.099
98 C 0.43311 -3.98767 -0.01689  C97 1.554, O99 1.490, H105 1.043, H106 1.093
99 O 1.61476 -3.70620 0.84595  C98 1.490, C100 1.344
100 C 1.20071 -3.55772 2.11565  O99 1.344, O101 1.192, O102 1.304
101 O 1.93163 -3.27089 3.01235  C100 1.192
102 O -0.07661 -3.75678 2.28971  C97 1.458, C100 1.304
103 H -1.08039 -5.11497 1.12919  C97 1.092
104 H -1.63672 -3.50512 0.88287  C97 1.099
105 H 0.29261 -3.14611 -0.61667  C98 1.043
106 H 0.60123 -4.88275 -0.62041  C98 1.093
107 C -0.16080 3.08544 4.02201  C108 1.566, O112 1.427, H113 1.124, H114 1.122
108 C 0.63695 3.81501 2.88887  C107 1.566, O109 1.409, H115 1.100, H116 1.145
109 O -0.38505 4.14863 1.97803  C108 1.409, C110 1.365
110 C -1.63571 3.94617 2.48487  O109 1.365, O111 1.192, O112 1.329
111 O -2.66527 4.12732 1.91281  C110 1.192
112 O -1.51493 3.37919 3.68075  C107 1.427, C110 1.329
113 H 0.11742 3.53163 5.01553  C107 1.124
114 H -0.05375 1.96856 4.01572  C107 1.122
115 H 1.40823 3.31056 2.28840  C108 1.100
116 H 1.16032 4.76595 3.25298  C108 1.145

Atomic partial charges in e from the Mulliken method, atoms 1 to 6: N -0.636; C -0.593; C 0.217; C -0.183; C -0.618; C -0.298